Record 1
Computed, not measured: a single C2H5ClO2 molecule at a distorted geometry, with ωB97M-V/def2-TZVPD.

Properties
SMILES string = C[C@@H](O)OCl
highest occupied orbital energy = -10.46 eV
molecular weight = 96.513 g mol⁻¹

Last column: Löwdin charge in e.
Positions of all 10 atoms, in Å:
C 0.11083 1.12720 0.45232  -0.003
C 0.34469 -0.35602 -0.12745  -0.600
O 0.28623 -1.33664 0.77596  0.010
O -0.81161 -0.41404 -0.97404  -0.585
Cl -0.90805 -1.66969 -2.15155  0.632
H -0.73669 0.96262 1.12152  0.078
H 1.08441 1.44613 0.96610  0.106
H 0.01731 1.74995 -0.41057  0.063
H 1.30478 -0.30370 -0.66799  0.150
H -0.69191 -1.20580 1.01571  0.150

Atoms 1-2, force components in eV/Å:
2.25 -2.33 0.45
0.52 3.31 -1.38

Record 2
Computed, not measured: 2 unconnected molecules or ions with the total composition C2H9N2O2 at a distorted geometry, with ωB97M-V/def2-TZVPD.

Properties
highest occupied orbital energy = -14.06 eV
total charge = +1
molecular weight = 93.106 g mol⁻¹

Last column: Löwdin charge in e.
Positions of all 15 atoms, in Å:
N -0.00683 -2.20243 0.06850  0.166
C 0.30698 -0.73850 0.51628  -0.025
C -0.77513 0.15035 -0.19119  -0.502
N -0.71808 1.50926 -0.36136  0.158
O -1.66077 -0.40132 -0.79966  0.042
H -1.11535 -2.36083 -0.05267  0.222
H 0.31827 -2.23363 -0.98611  0.221
H 0.36981 -2.92849 0.59642  0.120
H 1.29766 -0.42724 0.13336  0.111
H 0.25640 -0.64829 1.59523  0.132
H 0.07860 1.96849 0.03994  0.055
H -1.27209 2.10178 -1.09011  0.190
H 2.87912 1.63451 0.11031  0.076
H 2.17241 2.09668 1.48014  0.151
O 2.02307 1.54859 0.58377  -0.118

Atoms 1-2, force components in eV/Å:
-2.85 2.83 -4.24
-0.44 0.18 -0.73

Record 3
Computed, not measured: 12 unconnected molecules or ions with the total composition C48H120O24 at a distorted geometry, with ωB97M-V/def2-TZVPD.

Properties
SMILES string = COCCOC.COCCOC.COCCOC.COCCOC.COCCOC.COCCOC.COCCOC.COCCOC.COCCOC.COCCOC.COCCOC.COCCOC
highest occupied orbital energy = -8.90 eV
molecular weight = 1081.464 g mol⁻¹

Last column: Löwdin charge in e.
Positions of all 192 atoms, in Å:
C -1.56460 -4.95700 3.01302  -0.089
O -0.39593 -5.61479 3.47387  -0.183
C -0.49951 -6.98739 3.57774  -0.231
C 0.86265 -7.67053 3.85427  -0.195
O 1.08683 -7.51671 5.22806  -0.200
C 2.00570 -8.50746 5.77030  -0.073
H -2.41699 -5.12447 3.67142  0.084
H -1.82341 -5.43391 2.06769  0.091
H -1.46294 -3.88181 2.86556  0.080
H -0.92667 -7.45959 2.69306  0.112
H -1.36625 -7.25721 4.18112  0.128
H 1.66272 -7.31280 3.20619  0.116
H 0.69455 -8.73659 3.70143  0.116
H 2.96384 -8.27548 5.30528  0.074
H 1.73174 -9.54626 5.58606  0.083
H 2.11740 -8.38224 6.84730  0.086
C 0.11043 -0.30083 4.35813  -0.034
O -0.10521 0.84651 5.30619  -0.160
C 0.94680 1.74434 5.47020  -0.198
C 0.65186 3.26157 5.27886  -0.142
O -0.27365 3.77536 6.22661  -0.171
C -0.46456 5.08316 6.16418  -0.203
H -0.72389 -0.99864 4.42928  0.079
H 0.94371 -0.99656 4.45663  0.050
H 0.10717 0.03438 3.32096  0.060
H 1.71942 1.58013 4.71908  0.094
H 1.40100 1.44483 6.41471  0.131
H 0.07728 3.53451 4.39373  0.099
H 1.53731 3.89692 5.25853  0.107
H -1.31853 5.28451 5.51743  0.095
H 0.33017 5.82878 6.14067  0.092
H -0.78537 5.36614 7.16673  0.087
C -2.77101 -1.14582 -3.63911  -0.137
O -2.00593 -0.26962 -4.34654  -0.213
C -2.60465 0.85511 -5.04797  -0.134
C -2.78069 0.68669 -6.60882  -0.188
O -3.59845 -0.45018 -6.87263  -0.180
C -3.72646 -0.61021 -8.26610  -0.126
H -2.10061 -1.99187 -3.48793  0.098
H -3.55496 -1.36028 -4.36541  0.089
H -3.21676 -0.79381 -2.70879  0.078
H -1.84874 1.63999 -5.02219  0.107
H -3.51997 1.18928 -4.55949  0.123
H -1.75494 0.48445 -6.91710  0.121
H -3.15248 1.62436 -7.02192  0.126
H -4.11239 -1.60148 -8.50389  0.090
H -2.87153 -0.33213 -8.88245  0.085
H -4.48118 0.09859 -8.60685  0.081
C -5.25301 4.39233 -2.80841  -0.107
O -4.57793 5.63136 -2.97523  -0.187
C -5.44169 6.82068 -3.28064  -0.152
C -4.73707 8.16420 -3.36725  -0.145
O -3.84840 8.14803 -4.56314  -0.224
C -4.49026 8.48285 -5.81262  -0.101
H -6.29217 4.61235 -2.56377  0.075
H -4.92706 3.75071 -1.98977  0.077
H -5.30706 3.76038 -3.69487  0.081
H -6.24018 6.99102 -2.55849  0.116
H -6.00216 6.68255 -4.20525  0.115
H -4.11688 8.39930 -2.50227  0.124
H -5.38119 9.03475 -3.49114  0.115
H -5.15377 9.33769 -5.68179  0.080
H -5.04069 7.64237 -6.23537  0.075
H -3.70552 8.68956 -6.54032  0.083
C -0.86064 3.77316 -2.38476  -0.023
O -1.80681 4.16738 -3.45195  -0.172
C -1.73447 5.46012 -3.85088  -0.273
C -0.63594 5.73623 -4.85117  -0.177
O 0.58279 6.14135 -4.18771  -0.231
C 1.73572 6.29594 -5.04605  -0.083
H -1.21125 3.94080 -1.36639  0.082
H 0.08863 4.26829 -2.58931  0.067
H -0.71148 2.69473 -2.43807  0.066
H -1.90556 6.27321 -3.14539  0.139
H -2.57441 5.59162 -4.53301  0.108
H -1.00108 6.58268 -5.43280  0.117
H -0.32816 4.94620 -5.53617  0.121
H 2.54844 6.56511 -4.37142  0.075
H 1.60569 7.07144 -5.80090  0.085
H 1.94911 5.30100 -5.43678  0.067
C -0.06252 2.64145 1.61059  -0.093
O 0.56086 3.23761 0.48664  -0.208
C 1.99844 3.43059 0.70104  -0.128
C 2.61780 4.29259 -0.45169  -0.162
O 2.85791 5.67428 -0.07270  -0.177
C 2.48419 6.44282 -1.17185  -0.132
H -0.21614 3.38575 2.39196  0.076
H 0.39542 1.71561 1.95873  0.078
H -1.06144 2.35386 1.28264  0.064
H 2.42433 2.42861 0.64851  0.103
H 2.20774 3.88353 1.67013  0.127
H 2.13729 4.01679 -1.39039  0.105
H 3.60992 3.84116 -0.45232  0.118
H 3.22222 6.20510 -1.93795  0.085
H 2.50503 7.48009 -0.83760  0.093
H 1.47787 6.16426 -1.48463  0.078
C 2.17678 2.41527 -4.36129  -0.080
O 2.07887 1.82340 -3.04250  -0.185
C 1.28704 0.63988 -3.02938  -0.177
C 1.99386 -0.73494 -3.50392  -0.145
O 2.95977 -1.40485 -2.67488  -0.209
C 4.05112 -2.08254 -3.30804  -0.089
H 3.24282 2.55484 -4.54067  0.093
H 1.46098 3.21286 -4.56026  0.066
H 1.94634 1.73571 -5.18176  0.079
H 0.28441 0.66998 -3.45589  0.099
H 1.09589 0.57887 -1.95801  0.102
H 2.61364 -0.39378 -4.33313  0.100
H 1.23439 -1.39397 -3.92463  0.114
H 4.53715 -1.49285 -4.08530  0.083
H 3.73258 -3.04486 -3.70876  0.069
H 4.83571 -2.16027 -2.55539  0.086
C 0.73784 -2.55529 1.23583  -0.078
O -0.15903 -1.46398 0.99439  -0.204
C -0.74470 -1.34978 -0.30665  -0.172
C -1.49149 -0.02889 -0.55064  -0.143
O -2.62751 0.18125 0.39728  -0.195
C -3.31404 1.37335 0.02170  -0.113
H 1.60024 -2.28282 0.62746  0.085
H 0.25552 -3.49844 0.97905  0.089
H 1.15001 -2.50494 2.24365  0.054
H -1.25367 -2.28121 -0.55459  0.119
H 0.05347 -1.31609 -1.04820  0.102
H -1.75227 0.18683 -1.58677  0.088
H -0.83236 0.83034 -0.42667  0.096
H -3.24357 2.06346 0.86246  0.080
H -4.36747 1.09337 0.01957  0.084
H -2.99061 1.87274 -0.89159  0.079
C 1.57500 -3.34506 5.42857  -0.102
O 2.92440 -2.94683 5.12065  -0.155
C 3.30033 -3.64404 3.97079  -0.201
C 3.86278 -5.10715 4.27824  -0.162
O 5.27036 -5.10390 4.05141  -0.194
C 5.92596 -6.34543 3.77461  -0.098
H 0.79886 -3.14112 4.69093  0.062
H 1.21309 -2.76249 6.27576  0.092
H 1.45324 -4.38706 5.72436  0.085
H 4.14437 -3.08278 3.56993  0.116
H 2.59848 -3.74725 3.14323  0.100
H 3.36633 -5.79587 3.59465  0.095
H 3.53947 -5.43718 5.26549  0.118
H 5.93002 -6.96881 4.66875  0.076
H 6.99512 -6.25503 3.58267  0.083
H 5.41301 -6.86954 2.96821  0.082
C 0.97677 -4.58833 -2.46772  -0.130
O 1.29187 -4.57826 -3.84939  -0.216
C 1.55100 -5.92508 -4.45128  -0.128
C 2.09480 -5.85122 -5.92156  -0.222
O 3.32292 -5.28256 -6.22621  -0.182
C 4.47460 -5.76051 -5.48579  -0.075
H 1.58158 -5.19999 -1.79826  0.084
H -0.06142 -4.87428 -2.29896  0.082
H 1.17316 -3.56534 -2.14674  0.067
H 0.61684 -6.47623 -4.34326  0.119
H 2.30508 -6.36533 -3.79887  0.104
H 1.32649 -5.40235 -6.55108  0.125
H 2.12487 -6.89425 -6.23669  0.115
H 4.53721 -5.33038 -4.48621  0.072
H 5.23250 -5.28191 -6.10597  0.092
H 4.56375 -6.84379 -5.40417  0.088
C -4.18417 -2.54120 1.27984  -0.085
O -4.47371 -3.46831 2.35161  -0.213
C -4.57011 -2.88158 3.65558  -0.173
C -5.85298 -2.04806 4.03285  -0.171
O -5.63553 -1.49473 5.31575  -0.198
C -6.46724 -1.89405 6.36989  -0.118
H -4.95550 -1.78590 1.12922  0.076
H -4.04002 -3.08066 0.34373  0.087
H -3.29594 -1.95621 1.51844  0.066
H -3.63070 -2.35514 3.82435  0.119
H -4.60726 -3.77875 4.27349  0.117
H -6.75796 -2.64099 4.16534  0.114
H -6.05898 -1.28730 3.27992  0.114
H -6.34934 -2.95320 6.59877  0.081
H -7.51916 -1.89298 6.08429  0.081
H -6.20448 -1.30862 7.25099  0.094
C 3.28525 -0.31772 1.88421  -0.080
O 3.77421 0.83416 2.61313  -0.196
C 4.45239 0.46478 3.82773  -0.173
C 4.99809 1.74772 4.53936  -0.206
O 3.93981 2.48590 5.09115  -0.212
C 4.36703 3.54352 5.99146  -0.064
H 4.00718 -0.78376 1.21360  0.094
H 2.47274 0.12341 1.30687  0.072
H 2.81597 -1.00948 2.58374  0.059
H 5.24537 -0.26701 3.67359  0.122
H 3.71869 0.05744 4.52334  0.112
H 5.57416 2.32770 3.81834  0.123
H 5.70514 1.42500 5.30358  0.116
H 3.45306 3.84142 6.50527  0.073
H 4.71754 4.45890 5.51466  0.090
H 4.99562 3.06421 6.74195  0.089

Atoms 1-2, force components in eV/Å:
-0.34 -1.09 -0.29
0.72 1.58 0.13

Calculated Kohn-Sham gap in order - 0.3876; 0.3853; 0.3457 Ha
Calculated energy in order - -689.78773; -341.33533; -3705.80443 Ha
Calculated relative energy (zero: lowest compared OMol25 entry of this formula, charge and spin) in order - 212.58; 170.13; 663.06 kJ/mol